(1)
ORCA calculation (wB97M-V/def2-TZVPD) on C41H34GeN3O4Pd as an isolated structure.

Cartesian coordinates (Å):
Pd 0.688156 -0.206732 -0.264034
O 3.092406 6.814957 -0.590908
C 1.830455 6.654564 -1.022834
O 1.173484 7.577918 -1.407117
C 1.294776 5.253392 -1.001566
C 0.431353 4.874838 -2.026776
C -0.138614 3.620317 -2.029340
C 0.121377 2.736680 -0.979183
C 0.984556 3.114142 0.054025
C 1.575969 4.361291 0.035175
N -0.455674 1.474035 -0.925972
C -1.724944 1.327456 -1.083711
C -2.340933 0.019429 -1.012441
C -3.729001 -0.133210 -1.082696
C -4.268129 -1.404343 -0.972306
C -3.409539 -2.480655 -0.803940
C -2.038960 -2.244597 -0.744980
N -1.516782 -1.034433 -0.851096
H 3.530355 5.976749 -0.396868
H 0.210213 5.583310 -2.811582
H -0.764769 3.306791 -2.847724
H 1.133295 2.416715 0.879899
H 2.221247 4.659926 0.853128
H -2.375210 2.191561 -1.225240
H -4.364646 0.732499 -1.196875
H -5.336846 -1.553579 -1.025782
H -3.792426 -3.485306 -0.717499
H -1.346269 -3.066011 -0.606515
O 1.767775 -2.100195 0.242708
C 0.936909 -2.353720 1.170875
O 0.135353 -1.476413 1.544744
C 0.982099 -3.726783 1.793615
C 2.083736 -4.552537 1.156341
Ge 3.700971 -3.349591 0.996205
C 3.551593 -2.207579 2.620229
C 3.714006 -2.851816 3.841107
C 3.472218 -2.194531 5.031824
C 3.048596 -0.876992 5.019759
C 2.868116 -0.230543 3.810182
C 3.116180 -0.893490 2.622279
C 4.502873 -2.676019 -0.716271
C 5.880926 -2.505584 -0.763058
C 6.499828 -2.082315 -1.926687
C 5.737355 -1.827311 -3.053583
C 4.365939 -2.007327 -3.018458
C 3.749120 -2.432946 -1.854041
C 5.198532 -4.618495 1.552549
C 6.223174 -4.096162 2.317422
C 7.257542 -4.914089 2.737845
C 7.267041 -6.249515 2.375913
C 6.247134 -6.768250 1.600343
C 5.206293 -5.949126 1.186575
H -0.000498 -4.193650 1.696671
H 1.166670 -3.568826 2.858097
H 1.781142 -4.906751 0.172729
H 2.322460 -5.418410 1.770007
H 4.029052 -3.886124 3.856302
H 3.610471 -2.715988 5.966252
H 2.846250 -0.362049 5.946578
H 2.524767 0.791862 3.790241
H 2.941050 -0.389164 1.681557
H 6.476039 -2.727439 0.112264
H 7.574777 -1.973295 -1.959600
H 6.212903 -1.501669 -3.964302
H 3.780981 -1.829450 -3.909083
H 2.679129 -2.587945 -1.830136
H 6.206777 -3.051540 2.599551
H 8.044733 -4.503392 3.350782
H 8.075496 -6.886905 2.700987
H 6.253279 -7.810110 1.315625
H 4.410463 -6.354111 0.576740
N 2.625938 0.713774 -0.852330
C 3.545420 1.001360 -0.209997
C 4.632148 1.329311 0.613062
C 4.470487 2.228694 1.676022
C 5.531254 2.477052 2.523437
C 6.742505 1.825364 2.335548
C 6.901628 0.941368 1.277734
C 5.856690 0.684042 0.413675
H 3.520556 2.717241 1.828667
H 5.410401 3.174305 3.337973
H 7.566482 2.020851 3.005126
H 7.844243 0.440478 1.122566
H 5.970057 0.000403 -0.412816

Cartesian forces, eV/Å:
0.717 -0.702 -1.259
0.191 0.234 0.141
-0.171 -0.066 -0.141
0.230 -0.123 0.062
-0.135 -0.225 0.011
0.155 0.248 0.224
0.038 -0.444 0.267
0.791 1.449 0.075
-0.325 -0.320 -0.054
-0.061 0.191 -0.123
-0.770 -1.529 0.829
0.650 0.233 0.051
-0.639 -0.842 0.014
0.564 0.227 0.078
0.198 -0.275 -0.030
-0.141 0.321 -0.059
0.030 -0.103 0.033
0.346 0.464 0.143
-0.136 0.004 -0.093
0.007 0.028 -0.042
-0.136 -0.050 -0.161
0.069 0.237 -0.165
-0.032 0.016 0.017
0.193 0.005 -0.126
-0.018 0.064 -0.044
-0.027 0.000 0.028
0.027 -0.080 0.006
0.036 0.050 0.005
-0.923 1.952 -1.303
-0.869 -0.504 1.210
-0.474 0.012 0.076
0.018 0.144 -0.149
0.404 0.527 -0.356
1.555 -1.596 0.527
-0.017 -0.264 -0.771
0.063 -0.156 -0.020
0.008 -0.039 0.131
-0.045 0.089 0.058
0.021 0.165 0.065
0.075 0.097 -0.059
-0.788 -0.124 0.929
0.047 -0.135 0.103
0.072 -0.025 -0.003
0.063 0.070 -0.100
-0.085 -0.006 -0.161
-0.056 0.017 -0.075
-1.357 1.315 -0.407
0.383 -0.248 0.149
0.091 0.192 0.067
0.208 -0.129 0.100
-0.152 -0.148 -0.160
0.221 -0.198 0.061
-0.097 0.113 0.067
-0.104 -0.025 0.015
-0.017 -0.060 -0.090
0.176 0.031 0.000
0.050 -0.070 0.064
-0.006 -0.036 0.130
-0.008 0.054 0.090
-0.071 0.189 0.041
-0.029 -0.031 0.078
0.082 -0.019 0.015
0.074 0.035 -0.002
0.081 0.041 -0.149
-0.067 0.021 -0.074
-0.003 0.050 -0.072
0.063 0.077 0.100
0.175 -0.021 0.074
0.065 -0.079 0.036
0.054 -0.107 -0.003
-0.089 -0.093 -0.050
-0.058 -0.021 0.726
-1.166 -0.322 -0.919
0.985 0.242 0.587
0.011 -0.082 -0.271
-0.089 0.012 0.040
-0.048 0.006 -0.160
0.096 -0.054 0.057
-0.222 0.171 -0.077
-0.112 0.034 0.032
-0.009 0.036 0.084
0.054 -0.006 0.053
0.112 -0.032 0.014
0.008 -0.074 -0.035

- multiplicity = 1
- total charge = +1
- E_HOMO (spin up / spin down) (eV) = -10.7 / -10.7

Atom charges from the Löwdin analysis, given in e for atoms 1 to 4: number 1, Pd, carries 1.05; number 2, O, carries 0.14; number 3, C, carries -0.48; number 4, O, carries 0.15

---

(2)
ORCA calculation (wB97M-V/def2-TZVPD) on one molecule with the formula C4H9NO.

Cartesian coordinates (Å):
C -2.049456 -0.053470 0.049151
C 1.693519 0.714358 -0.522500
N -0.772297 0.641349 0.066840
C 0.685387 -0.145905 0.185749
C 0.797375 -1.484707 0.311451
O -0.120002 0.675019 1.347926
H -0.822161 1.589674 -0.304335
H -1.867129 -1.115680 0.199864
H -2.511165 0.095216 -0.927758
H -2.696850 0.331255 0.839259
H 2.664163 0.222285 -0.517352
H 1.793700 1.678173 -0.021780
H 1.400766 0.887834 -1.561382
H 1.708469 -1.956744 -0.020046
H 0.095681 -2.078657 0.874916

Cartesian forces, eV/Å:
0.169 0.115 0.100
-0.071 0.063 0.050
-0.381 0.138 -0.056
0.080 0.434 1.107
-0.192 0.159 0.086
0.407 -0.700 -1.277
0.013 -0.162 0.036
0.035 -0.017 0.014
0.030 0.017 0.046
0.020 -0.032 -0.028
-0.042 -0.019 0.022
-0.005 -0.035 -0.005
0.017 -0.022 0.070
-0.071 0.026 -0.270
-0.008 0.033 0.105

- relative energy (zero: lowest compared OMol25 entry of this formula, charge and spin) (kcal per mole) = 124.3
- multiplicity = 1
- total charge = 0
- E_HOMO (eV) = -7.2

Atom charges from the Löwdin analysis, given in e for atoms 1 to 4: number 1, C, carries -0.03; number 2, C, carries -0.04; number 3, N, carries -0.14; number 4, C, carries -0.43

---

(3)
ORCA calculation (wB97M-V/def2-TZVPD) on C9H17Cl2NOV as an isolated structure.

Cartesian coordinates (Å):
V -0.633382 -1.216505 -1.377677
Cl -0.286080 0.869354 -1.907269
Cl -2.113993 -1.356091 0.245797
C -1.565339 -1.831023 -2.724870
H -2.270180 -2.684775 -2.559116
H -1.342747 -1.784784 -3.818499
C 0.936823 -1.378626 0.745830
C 1.087998 -2.036979 -0.396819
H 0.158868 -1.661017 1.445325
C 1.994998 -1.500901 -1.442911
H 0.373054 -2.826934 -0.713357
C 3.318592 -1.047824 -0.812718
H 2.141322 -2.157148 -2.307769
H 1.496836 -0.603549 -1.884878
C 3.051058 -0.008854 0.247142
H 3.803639 -1.924620 -0.376853
H 3.993444 -0.667904 -1.590219
C 1.850842 -0.321844 1.194340
H 3.953206 0.100700 0.848043
H 2.917552 0.965680 -0.233914
H 2.259125 -0.621244 2.169222
H 1.310962 0.626657 1.325501
C -3.508143 1.762656 2.055172
C -2.337338 2.449127 1.392307
N -2.631869 3.707561 0.907356
O -1.218354 1.971822 1.261469
H -4.000951 2.417779 2.785921
H -3.145636 0.862801 2.555126
H -4.248220 1.468830 1.300320
H -1.874770 4.231113 0.499345
H -3.471317 4.196543 1.168650

Cartesian forces, eV/Å:
-1.161 2.219 0.669
-0.023 0.757 -0.030
-0.546 -0.136 0.319
-0.630 -2.696 -2.320
0.285 0.746 0.133
-0.102 0.459 0.761
-0.091 -0.718 1.020
-0.056 -0.485 -0.483
0.057 -0.078 -0.088
0.744 0.322 -1.096
0.323 -0.369 0.460
-0.114 -0.425 -0.522
0.076 -0.268 0.410
0.716 -0.336 0.074
0.098 0.417 0.316
-0.016 -0.052 -0.002
-0.143 0.019 0.213
1.184 1.026 -0.265
0.014 0.063 0.130
-0.252 -0.146 0.035
-0.325 0.105 -0.027
-0.181 -0.369 0.259
0.029 -0.342 0.125
0.512 0.581 -0.286
0.194 -0.404 0.140
-0.856 0.173 0.236
0.147 -0.108 -0.194
-0.096 0.126 -0.080
0.187 0.076 0.124
-0.053 -0.020 0.031
0.081 -0.138 -0.063

- multiplicity = 2
- total charge = 0
- E_HOMO (spin up / spin down) (eV) = -8.5 / -8.6

Atom charges from the Löwdin analysis, given in e for atoms 1 to 4: number 1, V, carries 0.12; number 2, Cl, carries 0.16; number 3, Cl, carries 0.13; number 4, C, carries -0.26

---

(4)
ORCA calculation (wB97M-V/def2-TZVPD) on C40H49IN6O2SSbSr as an isolated structure.

Cartesian coordinates (Å):
Sr -0.562887 0.120804 -1.031734
O 0.484656 -1.879530 -0.575419
C 0.666845 -2.780037 -1.510179
C 0.512654 -4.164929 -1.247451
C 0.663574 -5.110222 -2.239732
C 0.981954 -4.739142 -3.553677
C 1.149646 -3.400902 -3.834902
C 1.012433 -2.427131 -2.842477
C 1.162278 -0.998104 -3.156486
N 1.197343 -0.475513 -4.307510
C 1.116232 0.974524 -4.342879
C -0.315590 1.381452 -4.669242
N -1.272889 0.828312 -3.703326
C -2.475636 0.768792 -4.113191
C -3.664874 0.270202 -3.403523
C -4.909173 0.504621 -3.995645
C -6.088540 0.054154 -3.436158
C -6.017360 -0.696377 -2.254002
C -4.801924 -0.957272 -1.656385
C -3.586468 -0.464542 -2.194782
O -2.457137 -0.689418 -1.603090
H 0.263577 -4.466152 -0.235115
H 0.531690 -6.158232 -1.996585
H 1.082204 -5.486532 -4.329818
H 1.397233 -3.066914 -4.836583
H 1.246163 -0.354812 -2.268806
H 1.769824 1.361351 -5.124814
H 1.410047 1.436907 -3.387830
H -0.554753 1.058280 -5.687274
H -0.375684 2.472995 -4.638044
H -2.699647 1.129715 -5.126782
H -4.937346 1.063825 -4.927201
H -7.040839 0.257693 -3.908407
H -6.927955 -1.085505 -1.808458
H -4.736959 -1.550565 -0.749308
I 0.630690 4.930760 -2.877879
C -1.378091 4.674582 -2.290462
C -2.127755 5.811876 -2.018392
C -3.438056 5.627225 -1.608168
C -3.931777 4.342102 -1.490955
C -3.094153 3.284388 -1.794041
N -1.824896 3.438448 -2.201392
H -1.694103 6.797420 -2.110893
H -4.057276 6.483545 -1.368833
H -4.943027 4.152896 -1.152881
H -3.445438 2.262503 -1.707263
N -6.092189 -2.351228 3.825928
C -5.210366 -1.894369 3.246462
C -4.095530 -1.316097 2.514871
C -3.105070 -2.134302 1.989202
C -2.066344 -1.535715 1.299690
N -1.973748 -0.211817 1.124429
C -2.931480 0.568164 1.635429
C -4.013299 0.057180 2.336830
H -3.141627 -3.208172 2.116386
H -1.269863 -2.128637 0.851886
H -2.826444 1.638622 1.488698
H -4.770023 0.717979 2.738426
S 0.153724 2.620855 0.332763
C -1.190867 3.491681 0.817308
N -2.146746 4.070187 1.150669
C 3.352152 2.677481 2.216702
C 3.986901 1.307121 1.978073
C 4.694203 1.324718 0.618088
C 5.032614 1.072382 3.068599
Sb 2.323192 -0.171910 1.735076
C 3.391491 -2.110466 1.597375
C 2.366824 -3.224682 1.836508
C 4.588964 -2.327564 2.519018
C 3.846020 -2.196225 0.135603
C 1.391768 -0.112324 3.749464
C 0.427924 1.078119 3.699711
C 2.345625 0.051278 4.929247
C 0.564220 -1.383468 3.958303
H 4.140768 3.447192 2.183968
H 2.876477 2.739553 3.199863
H 2.600452 2.934131 1.469590
H 5.386348 2.179357 0.572018
H 3.986671 1.426165 -0.212508
H 5.279991 0.416491 0.453503
H 5.796921 1.862637 2.994768
H 5.543041 0.118234 2.972115
H 4.610790 1.126435 4.069332
H 2.122478 -3.332281 2.892319
H 2.788765 -4.181270 1.494894
H 1.442739 -3.045039 1.277491
H 4.358318 -2.125049 3.567805
H 5.441729 -1.714861 2.227193
H 4.909763 -3.378386 2.446934
H 2.994631 -2.151527 -0.547950
H 4.363741 -3.152208 -0.033105
H 4.536923 -1.394686 -0.134876
H 0.924064 2.021322 3.467842
H -0.066958 1.185385 4.678113
H -0.343819 0.935940 2.941222
H 2.768906 1.055907 4.964455
H 3.166274 -0.669045 4.912667
H 1.788979 -0.099836 5.866497
H -0.019020 -1.653232 3.073455
H -0.139496 -1.221473 4.787150
H 1.189679 -2.236139 4.222476

Cartesian forces, eV/Å:
0.783 1.640 0.283
0.337 -0.967 -0.294
-0.086 0.000 0.172
0.016 -0.033 0.018
0.041 0.126 -0.070
-0.061 -0.039 0.150
0.048 0.103 -0.026
0.083 0.314 -0.092
0.149 -0.475 0.001
-0.115 0.119 -0.071
-0.068 -0.237 0.032
-0.139 0.053 0.097
0.176 -0.063 -0.016
-0.224 -0.142 0.119
0.359 0.140 -0.289
-0.098 0.032 -0.074
0.067 -0.089 0.110
0.085 0.057 -0.069
-0.128 0.033 0.005
0.235 -0.259 0.214
-2.078 -0.628 -0.680
-0.009 0.032 -0.045
-0.011 -0.016 0.006
0.026 0.001 0.013
-0.028 -0.010 0.022
0.549 -0.091 -0.285
0.067 0.048 0.002
0.036 -0.021 0.041
-0.052 -0.045 0.002
0.001 0.032 0.041
-0.055 -0.010 -0.040
0.008 -0.008 0.028
0.021 -0.005 0.008
0.053 0.028 -0.008
-0.013 0.045 -0.040
-0.055 -0.041 -0.021
-0.117 -0.107 0.039
-0.020 -0.047 0.032
0.071 0.142 -0.056
-0.078 -0.094 -0.019
0.259 -0.023 -0.128
-0.256 0.337 0.030
0.002 -0.031 0.003
0.027 -0.025 -0.003
0.071 -0.001 -0.015
0.015 -0.013 -0.031
0.118 0.055 -0.072
0.201 0.118 -0.137
-0.335 -0.153 0.207
0.035 -0.080 0.045
0.032 0.113 -0.024
-0.416 -0.232 0.521
0.173 -0.160 -0.021
-0.042 0.113 0.035
0.005 0.048 -0.027
-0.097 0.050 0.020
0.024 -0.012 -0.035
0.036 -0.022 -0.034
0.019 0.528 0.342
-0.154 -0.019 -0.044
0.316 -0.182 0.029
0.064 0.065 0.028
0.006 -0.135 -0.037
0.007 0.071 -0.003
0.037 0.083 -0.078
0.191 0.269 0.124
-0.052 -0.032 0.038
-0.021 0.019 -0.075
-0.032 -0.095 -0.049
0.002 -0.034 -0.030
-0.003 -0.074 -0.045
-0.054 -0.035 0.109
-0.077 0.009 0.030
0.002 0.035 0.010
-0.095 -0.093 0.011
0.070 0.005 -0.061
0.008 -0.012 0.012
-0.059 -0.086 0.009
0.059 0.019 0.063
-0.015 0.078 0.022
-0.068 -0.069 0.009
0.026 -0.019 -0.022
-0.005 0.007 0.003
0.051 -0.040 -0.016
-0.029 0.072 0.002
0.113 -0.025 0.039
0.006 -0.002 -0.027
-0.003 0.009 0.009
-0.021 0.086 0.005
0.056 -0.012 0.069
-0.061 0.067 0.014
-0.001 -0.070 0.021
-0.027 -0.037 0.022
0.043 -0.025 -0.097
0.025 0.011 0.010
0.007 -0.025 -0.002
-0.016 0.001 0.011
0.036 0.037 -0.057
0.018 0.021 0.051
0.026 -0.005 -0.047
-0.025 0.035 0.029

- relative energy (zero: lowest compared OMol25 entry of this formula, charge and spin) (kcal per mole) = 34.9
- multiplicity = 1
- total charge = -1
- E_HOMO (eV) = -5.1

Atom charges from the Löwdin analysis, given in e for atoms 1 to 4: number 1, Sr, carries 1.24; number 2, O, carries -0.39; number 3, C, carries -0.40; number 4, C, carries -0.03